The following is a DFT calculation (ωB97M-V/def2-TZVPD) of a molecular structure, C14H36ClCoIOP3 at a distorted geometry.

Geometry as XYZ:
```
57
Properties=species:S:1:pos:R:3:forces:R:3
I 0.064 0.326 -5.273 -0.13 -0.79 1.00
Co 0.065 0.541 -0.378 -0.74 -1.05 0.04
Cl 0.051 -1.304 -1.890 0.00 0.38 -0.25
P -0.273 -0.271 1.929 -1.38 -0.66 1.72
P -2.249 0.444 -0.467 -1.25 0.50 -0.49
P 2.378 0.409 -0.470 1.43 0.40 0.15
O 0.085 3.091 -6.487 0.01 -2.83 0.14
C -3.192 1.663 0.523 0.20 -0.08 -0.09
C 3.340 1.613 0.522 0.03 -0.03 -0.07
C -2.477 -1.295 3.575 -0.44 -0.22 0.11
C 0.699 -2.852 2.676 0.13 -0.50 0.21
C -2.930 0.647 -2.155 0.00 -0.02 0.14
C 3.044 -1.211 0.064 -0.31 0.10 -0.09
C 0.072 1.383 -8.206 0.03 -0.39 0.32
C 0.076 1.952 -6.815 0.13 3.82 -1.55
C 3.060 0.606 -2.158 -0.27 0.00 0.04
C -1.156 -0.535 3.569 -1.54 0.69 0.07
C 1.178 1.014 4.172 -0.06 0.24 0.53
C 1.042 0.764 2.662 1.04 -0.42 0.51
C 0.021 -2.060 1.556 1.37 -0.30 0.14
C -2.938 -1.166 0.070 0.42 0.11 -0.09
H 2.830 1.610 -2.525 0.11 -0.03 0.05
H 0.331 1.609 4.567 0.52 -0.50 -0.07
H -0.812 0.752 -8.331 0.01 0.02 -0.04
H 4.416 1.452 0.399 -0.17 0.03 -0.03
H 0.979 1.759 2.173 0.40 -0.75 -0.10
H -3.262 -0.723 3.040 0.35 -0.55 0.17
H 1.641 -2.357 2.991 -0.47 -0.37 0.01
H -0.495 -1.047 4.288 0.17 0.46 -0.63
H -2.360 -2.320 3.169 -0.32 0.52 0.12
H -2.832 -1.386 4.623 0.24 -0.05 -0.61
H -2.687 1.648 -2.523 -0.09 -0.05 0.04
H 4.145 0.451 -2.167 -0.22 0.03 0.04
H -0.906 -2.579 1.258 0.18 0.70 0.11
H -1.414 0.460 3.985 0.51 -0.41 -0.20
H 0.943 -3.869 2.302 -0.02 0.62 0.27
H -2.696 -1.328 1.124 -0.22 0.01 -0.28
H 0.075 2.199 -8.933 -0.04 -0.05 0.25
H 3.075 1.507 1.577 0.27 0.11 -0.36
H -4.016 0.506 -2.163 0.19 0.04 -0.05
H 0.038 -2.991 3.551 0.44 0.13 -0.37
H 4.129 -1.258 -0.076 -0.21 0.11 0.01
H 2.094 1.617 4.346 -0.50 -0.35 -0.17
H 1.306 0.071 4.741 -0.21 0.64 -0.26
H 0.682 -2.105 0.686 -0.30 -0.04 -0.04
H 2.555 -1.989 -0.529 0.15 0.02 0.06
H 0.951 0.745 -8.332 -0.05 0.05 0.00
H 2.571 -0.124 -2.808 0.14 0.00 0.08
H -2.463 -1.952 -0.523 -0.13 0.03 0.04
H 1.930 0.168 2.428 0.32 0.71 -0.47
H -4.024 -1.197 -0.067 0.20 0.12 0.00
H 3.086 2.628 0.206 0.08 -0.07 0.02
H -2.451 -0.090 -2.805 -0.12 0.02 0.08
H -2.921 2.674 0.207 -0.09 -0.08 0.04
H -2.929 1.553 1.579 -0.07 0.01 -0.08
H 2.801 -1.371 1.118 0.15 -0.05 -0.12
H -4.271 1.519 0.400 0.18 0.01 0.02
```
Positions in Å, forces in eV/Å.

Computed properties:
largest force on an atom = 4.12 eV/Å
net charge = +2
frontier orbital gap (alpha / beta) = 6.891 / 3.359 eV
2S+1 = 5
lowest unoccupied orbital energy (alpha / beta) = -6.544 / -11.159 eV
relative energy (zero: lowest compared OMol25 entry of this formula, charge and spin) = 0.2908 eV
HOMO energy (alpha / beta) = -13.43 / -14.52 eV